The following is a DFT calculation (ωB97M-V/def2-TZVPD) of C5H7NO in the gas phase.

Structure (ORCA input):
```
! RIJCOSX wB97M-V def2-TZVPD def2/J DEFGRID3
* xyz 0 1
C 1.728 -0.174 0.810
N 0.394 0.209 0.347
C -0.627 1.029 0.854
C -1.753 0.817 0.103
C -1.448 -0.148 -0.898
C -0.138 -0.479 -0.702
O 0.669 -1.359 -1.350
H 2.410 -0.192 -0.046
H 1.721 -1.192 1.223
H 2.126 0.508 1.561
H -0.483 1.819 1.579
H -2.710 1.307 0.232
H -2.086 -0.533 -1.681
H 0.165 -1.677 -2.108
*
```

Output
highest occupied orbital energy = -7.651 eV
SMILES = Cn1cccc1O
molecular weight = 97.117 g mol⁻¹
calculated total energy = -324.69496 a.u.
energy relative to the best compared isomer or geometry (same formula, charge and spin) = 18.5 kcal/mol